# 1
Entry from the Open Molecules 2025 dataset: C52H52BrCrN8O2 as an isolated structure (ωB97M-V/def2-TZVPD).

XYZ file:
```
116
Properties=species:S:1:pos:R:3:lowdin_charge:R:1
Cr 0.43 0.60 0.08 0.9369
Br 4.25 -5.84 -0.11 0.7558
C 3.16 -4.27 -0.31 -0.6648
C 2.27 -4.24 -1.38 -0.0859
C 1.37 -3.18 -1.55 0.0115
C 1.32 -2.09 -0.65 -0.2900
O 0.55 -1.08 -0.88 -0.1653
C 2.26 -2.18 0.55 -0.0969
C 2.31 -1.19 1.58 -0.0264
N 1.46 -0.20 1.72 -0.0187
C 1.38 0.61 2.85 -0.2125
C 1.86 0.25 4.12 0.0119
C 1.72 1.15 5.17 -0.0557
C 1.16 2.41 5.04 -0.0025
C 0.84 2.90 3.74 -0.1111
C 0.36 4.23 3.40 0.0526
C -0.19 4.48 2.16 -0.0142
C -0.17 3.46 1.19 -0.0742
N 0.33 2.26 1.45 0.0238
C 0.89 1.95 2.67 -0.1423
C 3.14 -3.28 0.67 -0.0657
H 2.27 -5.08 -2.07 0.1135
H 0.68 -3.18 -2.40 0.1277
H 3.16 -1.34 2.28 0.1496
H 2.31 -0.71 4.26 0.1149
H 2.06 0.80 6.17 0.1381
H 1.08 3.15 5.89 0.1449
H 0.36 4.99 4.14 0.1202
H -0.58 5.43 1.89 0.1150
H -0.56 3.71 0.22 0.1089
H 3.78 -3.37 1.55 0.1216
C -4.18 2.84 -5.21 -0.0461
C -4.33 1.67 -4.20 -0.5437
C -5.72 1.80 -3.47 -0.0363
C -4.20 0.33 -4.90 -0.0357
C -3.26 1.73 -3.10 -0.1176
C -2.05 2.46 -3.24 0.0567
C -1.06 2.28 -2.27 -0.0980
N -1.11 1.41 -1.29 0.0532
C -2.35 0.99 -0.98 -0.1946
C -3.40 1.07 -1.87 0.0568
C -2.51 0.33 0.28 -0.1714
C -3.72 0.28 0.92 0.0456
C -3.87 -0.29 2.17 -0.1253
C -2.74 -0.87 2.74 0.0522
C -1.53 -0.88 2.04 -0.0650
N -1.41 -0.24 0.89 0.0504
C -5.20 -0.22 2.93 -0.5181
C -6.21 0.49 1.98 -0.0707
C -5.03 0.63 4.23 -0.0344
C -5.77 -1.61 3.37 -0.0272
H -5.09 2.79 -5.83 0.0993
H -3.27 2.72 -5.82 0.0862
H -4.12 3.80 -4.72 0.0906
H -6.54 2.09 -4.19 0.1075
H -5.69 2.55 -2.68 0.0862
H -5.98 0.87 -2.96 0.0733
H -5.15 0.08 -5.41 0.1056
H -4.01 -0.48 -4.17 0.0946
H -3.32 0.35 -5.59 0.1046
H -1.92 2.93 -4.20 0.1106
H -0.08 2.71 -2.46 0.1112
H -4.29 0.43 -1.78 0.1371
H -4.56 0.78 0.42 0.1078
H -2.83 -1.39 3.71 0.1341
H -0.59 -1.20 2.45 0.1145
H -5.92 1.54 1.74 0.0990
H -7.23 0.40 2.45 0.1073
H -6.31 -0.02 0.97 0.1013
H -4.51 1.56 4.02 0.0857
H -4.50 0.07 5.00 0.0830
H -6.01 0.91 4.63 0.0950
H -5.83 -2.27 2.52 0.0613
H -6.78 -1.50 3.78 0.0945
H -5.15 -2.01 4.22 0.0966
C -3.76 -4.99 1.95 -0.0844
C -3.19 -5.50 0.76 -0.0732
C -2.09 -6.42 0.85 -0.1343
N -1.65 -6.87 2.04 0.0484
C -2.33 -6.51 3.14 -0.1592
C -3.30 -5.53 3.17 -0.0872
H -4.60 -4.24 1.95 0.0968
H -3.47 -5.09 -0.22 0.0950
H -1.67 -6.92 -0.02 0.1022
H -2.05 -7.04 4.05 0.1051
H -3.72 -5.22 4.12 0.0970
C 7.36 -2.76 -1.90 -0.0546
C 7.11 -1.28 -1.88 -0.2766
C 7.00 -0.60 -0.63 -0.0395
C 6.84 0.77 -0.57 -0.0084
C 6.86 1.51 -1.80 -0.2824
N 6.96 2.90 -1.86 0.1151
C 6.27 3.79 -0.96 -0.4513
O 6.85 4.79 -0.49 0.0578
N 4.95 3.50 -0.59 0.1302
C 3.98 2.76 -1.28 -0.2027
C 3.83 2.80 -2.69 0.0601
C 2.86 1.92 -3.24 0.0017
C 2.05 1.17 -2.38 -0.1130
N 2.13 1.25 -1.03 -0.0233
C 3.07 2.06 -0.49 -0.0325
C 6.84 0.85 -3.02 -0.0250
C 7.02 -0.54 -3.06 -0.0356
H 8.39 -3.03 -1.51 0.1123
H 7.28 -3.12 -2.93 0.0760
H 6.55 -3.25 -1.30 0.0790
H 7.14 -1.16 0.29 0.1102
H 6.69 1.31 0.36 0.1111
H 7.88 3.30 -1.91 0.1505
H 4.64 4.02 0.21 0.1508
H 4.44 3.45 -3.29 0.1315
H 2.78 1.94 -4.31 0.1135
H 1.31 0.44 -2.74 0.1255
H 3.10 2.16 0.62 0.1389
H 6.69 1.40 -3.95 0.1161
H 7.06 -1.08 -4.01 0.1201
```

Total charge: +2
Spin multiplicity: 4
LUMO level (spin up / spin down), Eh: -0.22556 / -0.22230

# 2
Entry from the Open Molecules 2025 dataset: C52H52I2N6O4P2Pb as an isolated structure (ωB97M-V/def2-TZVPD).

XYZ file:
```
119
Properties=species:S:1:pos:R:3:lowdin_charge:R:1
Pb 0.74 1.31 -0.98 1.4620
I 1.30 8.90 1.31 0.7058
C 1.42 7.06 0.24 -0.7327
C 2.58 6.73 -0.41 -0.2658
C 2.60 5.53 -1.08 -0.6077
I 4.35 4.93 -2.11 0.8025
C 1.54 4.58 -1.13 -0.5376
O 1.72 3.50 -1.76 -0.2725
C 0.35 5.01 -0.46 -0.1537
C -0.92 4.19 -0.38 -0.1950
N -1.06 3.18 -1.41 -0.1733
C -1.11 3.80 -2.71 -0.1847
C -0.87 2.85 -3.83 -0.2580
C -0.78 3.35 -5.13 -0.0238
C -0.48 2.48 -6.16 -0.0841
C -0.35 1.13 -5.87 -0.0702
C -0.53 0.73 -4.56 -0.1330
N -0.75 1.56 -3.56 0.1070
C 0.32 6.22 0.21 -0.1389
H 3.45 7.38 -0.41 0.0699
H -0.96 3.70 0.59 0.0926
H -1.77 4.89 -0.43 0.1259
H -2.01 2.66 -1.26 0.0106
H -2.08 4.30 -2.88 0.1360
H -0.34 4.57 -2.78 0.1215
H -0.91 4.41 -5.31 0.1116
H -0.38 2.84 -7.18 0.0957
H -0.11 0.41 -6.64 0.0923
H -0.49 -0.31 -4.28 0.0833
H -0.59 6.51 0.72 0.0953
N -1.17 -3.56 -1.38 0.0908
C 0.67 -1.97 -1.61 -0.6064
O 0.00 -1.07 -0.84 -0.5184
C 1.65 -1.37 -2.67 -0.2263
C 2.35 -0.10 -2.27 -0.2001
H -1.23 -2.97 -0.56 0.0510
H -2.11 -3.69 -1.73 0.0774
H 1.10 -1.19 -3.59 0.0756
H 2.37 -2.17 -2.86 0.1166
H 2.74 0.45 -3.11 0.0361
H 3.10 -0.24 -1.50 0.0092
N 4.75 2.19 1.95 0.1548
C 3.84 1.34 1.38 -0.5510
O 4.17 0.60 0.49 0.0483
C 2.48 1.39 2.02 -0.2472
C 1.52 2.25 1.21 -0.2331
H 5.63 2.30 1.47 0.0967
H 4.44 2.96 2.52 0.0901
H 2.57 1.79 3.04 0.1033
H 2.07 0.38 2.07 0.0286
H 1.98 3.19 0.92 0.0297
H 0.64 2.46 1.81 0.0120
C 0.80 -2.98 2.18 -0.2720
N -0.63 -2.87 2.26 -0.1768
C -1.07 -1.58 2.72 -0.2869
P -1.17 -0.20 1.41 1.1040
C -2.90 -0.50 0.87 -0.3808
C -3.14 -0.84 -0.45 -0.1017
C -4.42 -1.16 -0.87 -0.0860
C -5.48 -1.11 0.02 -0.0927
C -5.25 -0.73 1.34 -0.0925
C -3.97 -0.44 1.77 -0.1279
C -1.60 1.18 2.56 -0.3811
C -1.09 1.35 3.84 -0.1096
C -1.46 2.44 4.61 -0.1087
C -2.31 3.40 4.10 -0.1102
C -2.78 3.28 2.80 -0.0835
C -2.42 2.19 2.04 -0.1249
C -1.48 -3.91 2.01 -0.2219
C -2.87 -3.70 1.89 -0.0260
C -3.75 -4.75 1.70 -0.0987
C -3.30 -6.05 1.62 -0.1333
C -1.94 -6.28 1.72 -0.1147
C -1.05 -5.25 1.92 -0.0339
P 1.55 -1.77 0.90 1.1151
C 1.43 -2.80 -0.59 -0.2554
C 1.74 -4.13 -0.60 -0.1288
C 1.64 -5.07 -1.63 -0.0844
C 1.07 -4.89 -2.89 -0.1302
C 0.28 -3.86 -3.29 -0.0482
C -0.35 -2.87 -2.38 -0.3229
C 3.31 -2.12 1.38 -0.3537
C 4.24 -2.45 0.41 -0.1060
C 5.59 -2.52 0.69 -0.0947
C 6.05 -2.22 1.96 -0.1159
C 5.14 -1.84 2.94 -0.1091
C 3.79 -1.79 2.65 -0.1244
H 1.10 -3.98 1.90 0.0545
H 1.24 -2.74 3.16 0.0846
H -0.31 -1.24 3.43 0.0682
H -2.02 -1.68 3.25 0.0925
H -2.30 -0.83 -1.13 0.0839
H -4.60 -1.42 -1.90 0.1040
H -6.48 -1.34 -0.31 0.0959
H -6.08 -0.67 2.03 0.0937
H -3.81 -0.15 2.80 0.1095
H -0.41 0.63 4.26 0.0866
H -1.07 2.54 5.62 0.0911
H -2.60 4.25 4.71 0.0886
H -3.42 4.04 2.38 0.1042
H -2.79 2.10 1.02 0.0645
H -3.27 -2.71 1.92 0.0693
H -4.80 -4.53 1.60 0.0972
H -3.99 -6.87 1.47 0.0831
H -1.56 -7.30 1.66 0.0926
H 0.00 -5.50 2.00 0.0904
H 2.24 -4.49 0.29 0.0964
H 2.09 -6.04 -1.42 0.0885
H 1.31 -5.66 -3.63 0.0885
H 0.02 -3.80 -4.34 0.0937
H -0.97 -2.17 -2.98 0.1292
H 3.89 -2.65 -0.60 0.0956
H 6.29 -2.81 -0.09 0.0957
H 7.11 -2.25 2.19 0.0871
H 5.49 -1.57 3.93 0.0923
H 3.11 -1.46 3.42 0.0948
O -5.27 1.65 -2.49 -0.0335
C -4.33 1.92 -1.80 -0.5742
N -3.45 2.21 -1.09 0.0915
```

Total charge: -2
LUMO level (spin up / spin down), Eh: 0.12582 / 0.12582

# 3
Entry from the Open Molecules 2025 dataset: a 10-piece molecular cluster, C52H52N8O4 overall (ωB97M-V/def2-TZVPD).

XYZ file:
```
116
Properties=species:S:1:pos:R:3:lowdin_charge:R:1
O 2.15 -0.77 0.07 -0.0355
C 1.11 -0.05 -0.35 -0.3661
C 1.25 1.17 -1.12 0.0923
C -0.07 1.92 -1.44 0.0581
C -1.32 1.41 -1.08 -0.3607
O -2.41 2.15 -1.27 0.0000
C -1.43 0.12 -0.42 -0.0069
C -0.20 -0.40 0.03 -0.0392
H 3.15 -0.34 -0.01 0.1624
H 2.08 1.66 -1.46 0.0299
H -0.06 2.73 -1.85 -0.0114
H -3.10 1.56 -0.82 0.1263
H -2.28 -0.22 0.09 0.0687
H -0.26 -1.23 0.78 0.1044
O 5.09 -1.09 -0.42 0.0191
C 5.53 -1.67 -1.55 -0.3656
C 4.95 -1.58 -2.81 0.0709
C 5.52 -2.51 -3.97 0.0360
C 6.52 -3.41 -3.75 -0.3658
O 7.01 -4.26 -4.69 0.0602
C 6.93 -3.47 -2.41 -0.0018
C 6.43 -2.67 -1.35 -0.0450
H 5.31 -1.52 0.43 0.1311
H 4.15 -0.87 -3.05 0.1019
H 5.08 -2.57 -4.98 0.1162
H 7.90 -4.53 -4.66 0.0823
H 7.71 -4.10 -1.90 0.1261
H 6.71 -2.89 -0.41 0.0763
C -3.28 1.88 4.88 -0.0537
C -2.91 2.04 3.49 -0.0683
C -1.61 1.76 3.11 -0.1261
N -0.62 1.47 4.06 0.0631
C -1.09 1.22 5.35 -0.1388
C -2.36 1.39 5.74 -0.1187
H -4.43 1.94 4.99 0.1365
H -3.64 2.23 2.73 0.0826
H -1.24 1.72 1.99 0.1339
H -0.28 1.00 5.94 0.0771
H -2.66 1.10 6.69 0.0864
C 4.67 2.37 4.12 -0.0516
C 5.25 2.39 2.75 -0.0601
C 4.52 1.94 1.66 -0.2456
N 3.33 1.49 1.72 0.0823
C 2.73 1.54 2.94 -0.0974
C 3.35 1.96 4.13 -0.0817
H 5.03 2.82 5.04 0.0936
H 6.36 2.80 2.38 0.1476
H 5.23 1.82 0.78 0.1139
H 1.81 1.36 3.04 0.0045
H 2.62 2.08 5.01 0.1291
C -0.50 -2.62 5.36 -0.0718
C -0.08 -3.77 6.07 -0.0481
C 1.20 -4.24 5.76 -0.1430
N 2.08 -3.67 4.88 0.0575
C 1.55 -2.69 4.15 -0.1745
C 0.33 -2.01 4.37 -0.0441
H -1.33 -2.04 5.71 0.0886
H -0.70 -4.09 6.83 0.0661
H 1.62 -5.19 6.12 0.1073
H 2.27 -2.46 3.41 0.0867
H 0.06 -1.21 3.73 0.0681
C 0.35 -4.67 -0.69 -0.0862
C 0.65 -4.16 0.61 -0.0277
C 0.16 -4.95 1.73 -0.1395
N -0.59 -6.05 1.57 0.0443
C -0.98 -6.44 0.29 -0.1205
C -0.48 -5.73 -0.78 -0.1311
H 0.80 -3.94 -1.42 0.1279
H 1.37 -3.37 0.83 0.0805
H 0.47 -4.83 2.70 0.0497
H -1.39 -7.39 0.24 0.0790
H -0.74 -6.24 -1.77 0.1290
C -3.08 4.43 -6.32 -0.0579
C -2.01 4.24 -7.27 -0.0414
C -0.97 3.40 -6.79 -0.1276
N -1.06 2.82 -5.51 0.0421
C -2.10 2.94 -4.68 -0.1506
C -3.19 3.79 -5.03 -0.0420
H -3.71 5.02 -6.61 -0.0134
H -2.02 4.61 -8.39 0.1363
H -0.06 3.37 -7.25 0.0523
H -2.25 2.50 -3.56 0.1331
H -4.15 3.91 -4.51 0.0935
C 2.64 6.33 -3.75 -0.1248
C 2.04 5.82 -4.80 -0.1104
C 1.90 4.44 -4.92 -0.1461
N 2.37 3.54 -4.01 0.0797
C 2.92 4.10 -2.85 -0.1324
C 3.11 5.44 -2.76 -0.0897
H 2.81 7.36 -3.59 0.0931
H 1.91 6.44 -5.75 0.1356
H 1.63 4.20 -5.91 0.0698
H 3.08 3.29 -2.10 0.0904
H 3.56 6.10 -1.87 0.1436
C -6.25 0.20 -1.97 -0.1070
C -6.72 0.13 -0.68 -0.1305
C -6.60 1.23 0.07 -0.1756
N -6.01 2.41 -0.37 0.0798
C -5.54 2.34 -1.56 -0.2485
C -5.75 1.37 -2.53 -0.0512
H -6.31 -0.69 -2.63 0.1165
H -7.29 -0.96 -0.19 0.1900
H -7.00 1.33 1.10 0.1097
H -4.99 3.17 -1.88 0.0859
H -5.20 1.32 -3.49 0.1187
C -3.16 -3.19 2.94 -0.0474
C -4.17 -4.13 2.51 -0.0282
C -5.37 -3.72 1.75 -0.0699
N -5.54 -2.34 1.56 -0.0063
C -4.59 -1.46 1.72 -0.1605
C -3.37 -1.87 2.45 -0.0473
H -2.32 -3.34 3.54 0.0537
H -4.02 -5.13 2.70 0.0512
H -6.26 -4.21 1.29 0.1069
H -4.78 -0.37 1.47 0.0959
H -2.43 -1.36 2.52 0.0601
```

Total charge: 0
SMILES: Oc1ccc(O)cc1.Oc1ccc(O)cc1.c1ccncc1.c1ccncc1.c1ccncc1.c1ccncc1.c1ccncc1.c1ccncc1.c1ccncc1.c1ccncc1
Energy relative to the best compared isomer or geometry (same formula, charge and spin), kcal per mole: 42.59
LUMO level, Eh: 0.01725

# 4
Entry from the Open Molecules 2025 dataset: C52H55AsN6OPPbSSe as an isolated structure (ωB97M-V/def2-TZVPD).

XYZ file:
```
119
Properties=species:S:1:pos:R:3:lowdin_charge:R:1
Pb -0.28 -0.23 -0.45 1.2206
C 5.19 3.63 1.10 -0.0766
C 4.12 3.91 1.94 -0.0743
C 3.15 2.95 2.17 -0.0693
C 3.22 1.71 1.55 -0.3765
C 4.29 1.45 0.69 -0.1411
C 5.27 2.40 0.47 -0.0839
P 2.04 0.32 1.84 1.0996
C 2.72 -0.26 3.44 -0.3396
C 4.07 -0.17 3.74 -0.0775
C 4.56 -0.68 4.93 -0.0724
C 3.70 -1.28 5.83 -0.0763
C 2.36 -1.40 5.53 -0.0691
C 1.87 -0.89 4.35 -0.0987
C 0.55 1.27 2.34 -0.4272
C 0.39 1.87 3.58 -0.0831
C -0.74 2.63 3.82 -0.0525
C -1.70 2.82 2.84 -0.0537
C -1.55 2.20 1.60 -0.1234
C -0.44 1.42 1.42 -0.2346
H 5.95 4.38 0.93 0.1088
H 4.04 4.87 2.43 0.1108
H 2.32 3.19 2.83 0.0983
H 4.35 0.48 0.20 0.0827
H 6.10 2.17 -0.18 0.1077
H 4.75 0.30 3.04 0.0975
H 5.62 -0.61 5.15 0.1074
H 4.08 -1.66 6.77 0.1058
H 1.68 -1.88 6.23 0.1062
H 0.82 -0.97 4.10 0.0698
H 1.14 1.73 4.34 0.1151
H -0.87 3.10 4.79 0.1142
H -2.58 3.41 3.03 0.1173
H -2.30 2.34 0.84 0.0971
C -1.60 -2.08 4.07 0.0001
C -1.01 -2.22 2.69 -0.5411
O -0.35 -1.34 2.14 -0.1098
N -1.25 -3.41 2.10 0.0994
C -0.78 -3.71 0.76 -0.1268
C 0.72 -3.59 0.70 -0.2842
C 1.50 -4.62 1.23 0.0021
C 2.88 -4.51 1.20 -0.0298
C 3.43 -3.36 0.63 -0.0316
C 2.57 -2.39 0.15 -0.1988
N 1.25 -2.49 0.18 0.0286
H -1.50 -1.05 4.40 0.0788
H -1.08 -2.75 4.76 0.0922
H -2.65 -2.34 4.04 0.0868
H -1.79 -4.10 2.59 0.1537
H -1.21 -2.99 0.05 0.0395
H -1.11 -4.71 0.50 0.1411
H 1.02 -5.49 1.65 0.1211
H 3.51 -5.28 1.60 0.1163
H 4.50 -3.23 0.58 0.1063
H 2.96 -1.48 -0.30 0.0336
Se -2.97 -0.85 0.19 0.7358
C -3.26 -0.25 1.86 -0.7760
N -3.48 0.11 2.93 0.1112
C 3.82 1.87 -2.68 -0.2694
As 2.49 0.46 -2.38 1.1429
C 1.33 0.94 -3.90 -0.2985
C 3.48 -1.06 -3.28 -0.3078
C 4.95 -0.85 -3.38 -0.3351
C 5.50 -0.19 -4.48 -0.0653
C 6.86 -0.01 -4.59 -0.0716
C 7.71 -0.49 -3.61 -0.0839
C 7.18 -1.14 -2.51 -0.0790
C 5.81 -1.31 -2.40 -0.0557
H 3.85 2.13 -3.74 0.0391
H 4.80 1.53 -2.37 0.0184
H 3.56 2.77 -2.11 -0.0030
H 1.90 0.91 -4.83 0.0317
H 0.95 1.94 -3.77 0.0191
H 0.49 0.26 -4.00 0.0013
H 3.06 -1.16 -4.28 0.0614
H 3.26 -1.98 -2.73 0.0558
H 4.84 0.17 -5.26 0.1150
H 7.26 0.50 -5.46 0.1073
H 8.78 -0.35 -3.70 0.1045
H 7.84 -1.53 -1.75 0.1042
H 5.40 -1.84 -1.54 0.0961
C 0.25 -5.40 -4.21 -0.0980
N 0.78 -4.13 -3.74 -0.2534
C 0.76 -3.13 -4.78 -0.0842
C 0.32 -3.67 -2.45 -0.1700
C -1.03 -2.97 -2.51 -0.2608
C -2.15 -3.73 -2.86 -0.0296
C -3.31 -3.11 -3.30 -0.0568
C -3.36 -1.74 -3.41 -0.0698
C -2.30 -0.97 -2.93 -0.1932
C -1.19 -1.61 -2.42 -0.1920
H 0.91 -5.77 -4.99 0.0898
H -0.76 -5.31 -4.64 0.0794
H 0.23 -6.11 -3.39 0.0877
H 1.49 -3.42 -5.55 0.0943
H 1.05 -2.17 -4.36 0.0565
H -0.23 -3.03 -5.25 0.0964
H 1.07 -2.95 -2.09 0.0903
H 0.29 -4.53 -1.78 0.1208
H -2.10 -4.81 -2.78 0.1182
H -4.16 -3.71 -3.58 0.1135
H -4.22 -1.24 -3.82 0.1137
H -2.36 0.10 -2.98 0.0681
N -3.27 1.82 -1.86 0.0912
C -2.14 2.52 -1.94 -0.6880
N -1.00 2.16 -1.43 0.0021
C -0.07 3.18 -1.53 -0.3371
C 1.18 3.22 -0.93 -0.0664
C 1.96 4.36 -1.07 -0.0779
C 1.53 5.43 -1.84 -0.0675
C 0.30 5.41 -2.46 -0.0811
C -0.50 4.30 -2.27 -0.4656
S -2.15 4.07 -2.78 1.1087
H -3.34 1.04 -1.19 -0.0226
H -4.12 2.22 -2.21 0.1108
H 1.52 2.39 -0.32 0.0503
H 2.91 4.42 -0.56 0.0956
H 2.16 6.31 -1.94 0.1091
H -0.05 6.25 -3.04 0.1128
```

Total charge: +1
Energy relative to the best compared isomer or geometry (same formula, charge and spin), kcal per mole: 32.95
LUMO level (spin up / spin down), Eh: -0.16847 / -0.16848

no.,energy (eV)
1,-169238.0707
2,-111923.6810
3,-74862.6378
4,-217354.6195